Entry from OMol25: the molecule C6H6Cl2N2 in a non-equilibrium geometry (ωB97M-V with the def2-TZVPD basis set).

Each line ends with the natural charge from an NBO analysis.
Positions of all 16 atoms, in Å:
C (-1.27, 1.06, 1.20)  -0.65
C (-1.45, 0.15, -0.02)  -0.43
C (-0.33, -0.89, -0.21)  -0.18
Cl (0.11, -1.91, 1.16)  0.02
C (1.06, -0.23, -0.83)  -0.26
Cl (0.93, 0.80, -2.23)  0.09
C (1.94, -1.31, -1.17)  0.24
N (2.77, -2.01, -1.47)  -0.22
C (1.82, 0.64, 0.12)  0.25
N (2.57, 1.25, 0.73)  -0.24
H (-2.23, 1.11, 1.73)  0.23
H (-0.67, 1.99, 0.91)  0.23
H (-0.53, 0.62, 1.92)  0.22
H (-2.50, -0.39, 0.18)  0.23
H (-1.46, 0.68, -0.95)  0.23
H (-0.75, -1.56, -1.06)  0.25

Properties
- E_HOMO (eV) = -11.6
- Kohn-Sham gap (eV) = 11.874
- SMILES = CC[C@H](Cl)C(Cl)(C#N)C#N
- lowest unoccupied orbital energy (eV) = 0.303

***

Entry from OMol25: a structure of composition C2H6NO2 in a non-equilibrium geometry (ωB97M-V with the def2-TZVPD basis set).

Each line ends with the natural charge from an NBO analysis.
Positions of all 11 atoms, in Å:
C (-1.19, -0.23, -1.11)  -0.26
O (0.16, -0.58, -1.51)  -0.85
H (-1.57, 0.78, -0.72)  0.13
H (-1.42, -1.02, -0.40)  0.16
H (-1.94, -0.32, -2.04)  0.13
C (1.13, 0.74, 1.21)  0.51
N (1.01, -0.51, 0.76)  -0.97
O (1.77, 1.16, 2.19)  -0.72
H (0.44, 1.43, 0.58)  0.04
H (0.77, -0.48, -0.53)  0.47
H (0.83, -0.97, 1.58)  0.35

Properties
- E_HOMO (eV) = -4.0
- charge = -1
- Kohn-Sham gap (eV) = 8.415
- lowest unoccupied orbital energy (eV) = 4.440

***

Entry from OMol25: the ion C5H12N with charge +1 in a non-equilibrium geometry (ωB97M-V with the def2-TZVPD basis set).

Each line ends with the natural charge from an NBO analysis.
Positions of all 18 atoms, in Å:
C (-0.33, -2.52, -0.64)  -0.34
C (0.05, -1.23, -0.55)  -0.27
C (-1.01, -0.15, -0.31)  -0.49
C (-0.40, 1.22, -0.64)  -0.48
C (0.93, 1.42, 0.02)  -0.11
N (0.67, 0.67, 1.50)  -0.75
H (-1.29, -3.19, -0.57)  0.24
H (0.47, -3.08, -1.15)  0.21
H (1.05, -1.03, -0.82)  0.20
H (-1.85, -0.36, -1.04)  0.27
H (-1.58, -0.30, 0.61)  0.22
H (-1.04, 2.12, -0.46)  0.25
H (-0.24, 1.52, -1.70)  0.27
H (1.29, 2.33, 0.41)  0.23
H (1.74, 0.81, -0.34)  0.22
H (1.49, 0.73, 2.10)  0.44
H (-0.04, 1.24, 1.93)  0.42
H (0.10, -0.20, 1.67)  0.47

Properties
- E_HOMO (eV) = -13.4
- charge = +1
- Kohn-Sham gap (eV) = 9.849
- SMILES = C=CCCC[NH3+]
- lowest unoccupied orbital energy (eV) = -3.577

***

Entry from OMol25: a structure of composition C46H53CrN5O2PSSeSi (ωB97M-V with the def2-TZVPD basis set).

Each line ends with the Löwdin spin population.
Positions of all 111 atoms, in Å:
Cr (0.07, -0.71, 0.82)  1.10
O (-2.79, -3.95, 0.16)  0.00
C (-2.17, -2.92, 0.02)  0.00
N (-1.20, -2.43, 0.88)  0.00
C (-1.06, -3.12, 2.06)  0.00
O (-1.82, -3.92, 2.58)  0.00
C (0.22, -2.82, 2.79)  0.00
C (0.59, -3.59, 3.88)  0.00
C (1.75, -3.29, 4.55)  0.00
C (2.51, -2.22, 4.10)  0.00
C (2.09, -1.51, 3.00)  0.00
N (0.96, -1.80, 2.34)  0.00
C (-2.47, -2.13, -1.23)  0.00
C (-3.70, -2.35, -1.84)  0.00
C (-3.98, -1.70, -3.03)  0.00
C (-3.00, -0.89, -3.58)  0.00
C (-1.81, -0.74, -2.91)  0.00
N (-1.54, -1.34, -1.75)  0.01
H (-0.07, -4.40, 4.17)  0.00
H (2.06, -3.86, 5.42)  0.00
H (3.43, -1.93, 4.59)  0.00
H (2.66, -0.67, 2.62)  0.00
H (-4.41, -3.01, -1.36)  0.00
H (-4.93, -1.84, -3.52)  0.00
H (-3.16, -0.37, -4.52)  0.00
H (-1.03, -0.09, -3.30)  0.00
C (1.61, -2.26, -5.30)  0.00
C (1.56, -3.43, -4.56)  0.00
C (1.51, -3.38, -3.17)  0.00
C (1.49, -2.15, -2.52)  0.00
C (1.54, -0.98, -3.27)  0.00
C (1.60, -1.03, -4.65)  0.00
P (1.52, -1.94, -0.70)  -0.01
C (1.78, -3.62, -0.04)  0.00
C (2.89, -3.96, 0.71)  0.00
C (2.96, -5.20, 1.33)  0.00
C (1.92, -6.11, 1.20)  0.00
C (0.81, -5.78, 0.44)  0.00
C (0.74, -4.54, -0.18)  0.00
C (3.10, -1.08, -0.51)  0.00
C (4.27, -1.48, -1.11)  0.00
C (5.43, -0.70, -0.98)  0.00
C (5.39, 0.48, -0.28)  0.00
C (4.19, 0.92, 0.33)  0.00
C (4.13, 2.14, 1.05)  0.01
C (2.95, 2.53, 1.61)  0.00
C (1.79, 1.72, 1.51)  0.01
C (1.77, 0.52, 0.84)  -0.03
C (3.02, 0.13, 0.23)  0.00
H (1.65, -2.31, -6.38)  0.00
H (1.57, -4.39, -5.06)  0.00
H (1.48, -4.30, -2.60)  0.00
H (1.53, -0.02, -2.77)  0.00
H (1.63, -0.11, -5.22)  0.00
H (3.70, -3.25, 0.83)  0.00
H (3.83, -5.46, 1.92)  0.00
H (1.98, -7.07, 1.69)  0.00
H (-0.01, -6.47, 0.34)  0.00
H (-0.14, -4.29, -0.76)  0.00
H (4.29, -2.39, -1.70)  0.00
H (6.35, -1.02, -1.45)  0.00
H (6.27, 1.10, -0.19)  0.00
H (5.02, 2.75, 1.13)  0.00
H (2.90, 3.46, 2.17)  0.00
H (0.90, 2.07, 2.01)  0.00
C (-3.78, 5.05, -1.67)  0.00
C (-4.54, 4.72, -0.39)  0.00
C (-3.64, 4.54, 0.84)  0.00
C (-2.69, 3.34, 0.75)  0.00
N (-1.45, 3.72, 0.08)  0.00
C (-0.64, 2.89, -0.60)  0.00
S (-1.08, 1.29, -0.93)  0.00
N (0.50, 3.44, -1.04)  0.00
C (1.43, 2.80, -1.97)  0.00
C (0.99, 2.84, -3.43)  0.00
C (0.85, 4.24, -4.04)  0.00
C (-0.49, 4.91, -3.75)  0.00
H (-4.47, 5.18, -2.50)  0.00
H (-3.08, 4.26, -1.93)  0.00
H (-3.21, 5.98, -1.55)  0.00
H (-5.11, 3.80, -0.54)  0.00
H (-5.27, 5.50, -0.17)  0.00
H (-4.27, 4.41, 1.72)  0.00
H (-3.06, 5.45, 1.01)  0.00
H (-3.14, 2.53, 0.17)  0.00
H (-2.46, 2.93, 1.73)  0.00
H (-1.12, 4.66, 0.26)  0.00
H (0.67, 4.41, -0.84)  0.00
H (1.56, 1.78, -1.65)  0.00
H (2.39, 3.32, -1.85)  0.00
H (0.05, 2.29, -3.53)  0.00
H (1.75, 2.28, -3.99)  0.00
H (0.95, 4.16, -5.12)  0.00
H (1.67, 4.87, -3.70)  0.00
H (-1.32, 4.29, -4.10)  0.00
H (-0.56, 5.88, -4.25)  0.00
H (-0.65, 5.08, -2.68)  0.00
C (-4.10, -0.11, 4.03)  0.00
Si (-2.29, 0.12, 4.42)  -0.01
C (-1.60, -1.33, 5.37)  0.00
C (-2.03, 1.72, 5.37)  0.00
Se (-1.26, 0.48, 2.42)  -0.06
H (-4.73, 0.06, 4.91)  0.00
H (-4.29, -1.11, 3.65)  0.00
H (-4.40, 0.60, 3.25)  0.00
H (-2.09, -1.47, 6.33)  0.00
H (-0.53, -1.18, 5.54)  0.00
H (-1.73, -2.25, 4.79)  0.00
H (-2.44, 1.66, 6.38)  0.00
H (-2.52, 2.54, 4.85)  0.00
H (-0.97, 1.94, 5.44)  0.00

Properties
- <S²> = 0.7776
- E_HOMO (alpha / beta) (eV) = -7.2 / -7.2
- Kohn-Sham gap (alpha / beta) (eV) = 6.896 / 7.428
- lowest unoccupied orbital energy (alpha / beta) (eV) = -0.352 / 0.207
- 2S+1 = 2